1.
This record from OMol25 describes a cluster of 2 separate species, C8H15ClN5 in total in a non-equilibrium geometry. The level of theory is ωB97M-V with the def2-TZVPD basis set.

Last column: natural (NBO) charge in e.
Cartesian coordinates (Å):
C -1.294 1.111 0.904  0.044
C 0.460 -1.610 -0.944  0.679
C -1.735 -1.491 -1.625  -0.239
C 2.978 0.522 0.666  -0.423
C -1.021 -2.620 -2.391  -0.234
C 2.056 0.181 -0.197  0.132
C -2.766 1.020 0.811  -0.680
C 1.302 2.824 2.666  -0.445
N -0.519 1.942 1.261  0.039
N -0.676 -0.999 -0.817  -0.553
N 0.384 2.733 1.599  -0.263
N 0.379 -2.511 -1.887  -0.553
N 1.599 -1.182 -0.369  -0.601
Cl 1.246 1.278 -1.316  0.030
H -2.158 -0.630 -2.271  0.231
H -2.628 -1.931 -1.065  0.232
H 3.633 -0.306 1.030  0.229
H 3.450 1.508 0.768  0.250
H -1.399 -3.638 -2.195  0.221
H -0.998 -2.646 -3.512  0.238
H -2.988 0.414 1.748  0.260
H -3.137 0.640 -0.117  0.226
H -3.242 2.046 0.863  0.246
H 1.057 1.946 3.357  0.198
H 2.325 2.913 2.243  0.224
H 1.068 3.744 3.395  0.239
H -0.758 -0.199 -0.199  0.432
H 1.059 -3.283 -1.994  0.432
H 2.322 -1.778 -0.411  0.406

Calculated values
total charge: +1
frontier orbital gap (alpha / beta): 8.835 / 8.834 eV
lowest unoccupied orbital energy (alpha / beta): -2.6160 / -2.6160 eV

=====

2.
This record from OMol25 describes a structure of composition C8H15F8MgNO10S2 in a non-equilibrium geometry. The level of theory is ωB97M-V with the def2-TZVPD basis set.

Last column: natural (NBO) charge in e.
Cartesian coordinates (Å):
Mg -0.374 -1.819 -0.513  1.895
C 3.424 -1.127 -1.544  0.778
F 2.923 -0.014 -1.093  -0.309
F 3.305 -1.156 -2.919  -0.319
F 4.680 -1.146 -1.375  -0.257
S 2.555 -2.626 -0.802  2.096
O 3.340 -3.833 -1.034  -0.791
O 2.329 -2.338 0.635  -0.922
N 0.954 -2.594 -1.520  -1.461
S 1.016 -3.491 -2.838  2.148
O 0.147 -3.043 -3.953  -0.888
O 2.272 -3.958 -3.292  -0.860
C 0.140 -5.170 -2.094  0.776
F 0.862 -5.602 -1.094  -0.292
F -1.067 -4.826 -1.599  -0.342
F 0.067 -6.053 -3.150  -0.294
F 0.120 -0.043 -0.073  -0.926
C -2.943 1.854 1.400  -0.130
C -3.392 3.124 0.718  0.427
O -4.312 2.719 -0.342  -0.456
C -4.313 1.427 -0.410  0.955
O -4.986 0.874 -1.269  -0.556
O -3.532 0.883 0.613  -0.508
F -2.363 3.587 0.046  -0.344
H -3.193 1.789 2.459  0.214
H -1.918 1.514 1.248  0.204
H -3.741 3.941 1.350  0.192
C 0.283 3.083 -1.904  -0.311
O 1.169 2.051 -1.652  -0.247
H 0.277 3.846 -1.126  0.295
H 0.466 3.473 -2.905  0.248
H -0.700 2.624 -2.013  0.253
H 0.827 1.378 -1.058  0.533
C -1.039 0.035 4.209  -0.263
O -0.937 -0.700 3.034  -0.721
H -0.240 -0.115 4.935  0.184
H -1.291 1.094 4.161  0.166
H -1.923 -0.291 4.759  0.187
H -0.492 -0.193 2.351  0.452
C 2.199 2.044 1.567  -0.275
O 1.076 1.473 2.213  -0.626
H 2.134 3.081 1.238  0.198
H 2.992 2.026 2.316  0.238
H 2.462 1.369 0.753  0.178
H 0.736 0.847 1.569  0.480

Calculated values
total charge: +1
frontier orbital gap (alpha / beta): 8.271 / 3.528 eV
lowest unoccupied orbital energy (alpha / beta): -5.4283 / -10.1571 eV
expectation value of S²: 0.755
multiplicity: 2

=====

3.
This record from OMol25 describes a structure of composition C8H15FLiO2. The level of theory is ωB97M-V with the def2-TZVPD basis set.

Last column: natural (NBO) charge in e.
Cartesian coordinates (Å):
C 3.334 -1.298 0.502  -0.656
C 1.917 -0.726 0.239  -0.447
C 1.828 0.256 -0.968  -0.530
C 1.299 1.601 -0.521  0.808
O 2.062 2.549 -0.561  -0.606
O 0.155 1.658 0.139  -0.470
C -0.986 0.907 -0.304  -0.107
C -1.940 0.728 0.879  0.196
F -1.158 0.567 2.031  -0.361
C -2.823 -0.495 0.712  -0.437
C -3.604 -0.505 -0.618  -0.627
H 4.050 -1.026 -0.285  0.163
H 3.718 -0.925 1.459  0.224
H 3.332 -2.387 0.558  0.282
H 1.204 -1.537 0.083  0.252
H 1.579 -0.203 1.139  0.243
H 1.241 -0.192 -1.772  0.276
H 2.801 0.498 -1.395  0.155
H -1.469 1.472 -1.107  0.215
H -0.707 -0.077 -0.697  0.176
H -2.543 1.633 1.019  0.183
H -3.527 -0.510 1.550  0.234
H -2.202 -1.393 0.822  0.211
H -3.142 -1.168 -1.353  0.214
H -4.616 -0.879 -0.453  0.238
H -3.706 0.497 -1.045  0.208
Li 3.904 0.953 -0.054  0.963

Calculated values
total charge: +1
frontier orbital gap: 10.343 eV
lowest unoccupied orbital energy: -4.0727 eV